[1]
50
Properties=species:S:1:pos:R:3:forces:R:3:mulliken_charge:R:1 method="wB97M-V/def2-TZVPD" total_charge=-1 homo_energy_ev=-1.46 orbital_gap_ev=3.9188 lumo_ha=0.0902
C 0.1788 -0.0582 -3.5342 -0.05 -0.23 -0.44 -1.089
N -0.2698 0.1243 -2.0970 -4.53 0.75 -3.83 0.466
C -1.1842 -1.0418 -1.6933 -0.64 -0.21 -1.56 0.430
C -2.4564 -1.0385 -2.5593 0.31 -0.56 0.40 -1.143
C -3.2496 0.2149 -2.3489 -0.24 0.07 -0.26 -0.452
C -2.3838 1.3761 -2.7732 0.32 0.92 -0.19 -1.009
C -1.0577 1.4251 -1.9986 -1.17 0.15 -0.21 -0.045
H 0.6873 0.8600 -3.8863 -0.02 -0.50 0.49 0.406
H 0.8115 -0.9646 -3.6474 -0.22 0.67 0.53 0.257
H -0.7014 -0.1708 -4.1709 0.20 0.06 0.28 0.481
H -0.6615 -1.9942 -1.9178 -0.15 0.74 0.66 0.587
H -1.4512 -0.9016 -0.6098 0.09 -0.34 -0.91 -0.523
H -2.2285 -1.2149 -3.6209 -0.03 0.14 0.22 0.363
H -3.0236 -1.9160 -2.2589 -0.09 -0.15 0.19 0.473
H -4.1729 0.1834 -2.9269 -0.09 0.10 -0.08 0.427
H -3.5393 0.3093 -1.2987 0.12 0.03 0.02 0.208
H -2.2270 1.4013 -3.8590 0.00 -0.26 0.06 0.352
H -2.9081 2.3076 -2.5610 0.07 0.20 0.11 0.477
H -1.3283 1.6007 -0.9403 0.53 -0.32 -0.66 -0.584
H -0.4030 2.2470 -2.3348 -0.14 -0.39 0.14 0.441
O 0.8259 -3.0879 0.6128 0.27 -2.42 -0.20 -0.655
C 0.6020 -2.0067 0.1800 0.67 4.46 0.64 0.197
Co -0.6334 -0.6200 1.0381 0.10 -0.89 -0.88 0.153
C 1.2761 -1.3362 -1.0327 -0.15 0.65 2.51 -0.587
O 1.9740 -1.9171 -1.8488 1.61 -1.83 -2.75 -0.746
C -1.4680 -1.8866 1.8431 -1.69 -1.32 1.37 0.086
O -2.1165 -2.7023 2.3513 1.03 0.80 -0.65 -0.472
C 0.9211 0.4292 1.5114 0.65 -0.87 -2.63 2.198
C 1.8551 -0.0457 2.5061 0.62 -0.32 0.03 0.512
C 1.3848 -0.3451 3.8040 0.27 -0.18 -0.13 -0.195
C 2.2069 -0.9956 4.7258 -0.02 0.30 -0.41 -0.862
C 3.5269 -1.2972 4.3787 -0.02 0.02 -0.12 -0.376
C 4.0246 -0.9247 3.1232 -0.12 0.23 0.03 -0.669
C 3.2040 -0.2882 2.1892 -0.13 -0.18 0.50 -0.223
C 0.5129 0.5758 0.1484 2.89 -0.25 2.34 -2.373
C 0.8611 0.1372 -1.2053 2.75 -2.28 4.49 1.752
Co -0.2854 1.7419 1.2772 -1.54 2.41 0.04 -0.233
C -1.9185 0.7692 1.2695 -3.08 0.74 0.68 -0.011
O -3.0954 0.9055 1.3328 1.79 -0.24 -0.20 -0.606
C -0.1989 3.2705 0.4437 -1.13 -0.08 -0.41 0.149
O -0.1447 4.2933 -0.0869 0.44 0.04 0.03 -0.456
C -0.1504 2.4709 2.8162 -0.34 0.65 2.19 -0.144
O -0.0298 2.9854 3.8436 0.10 -0.27 -0.65 -0.449
H 0.3533 -0.0981 4.0698 0.31 -0.14 -0.21 0.415
H 1.8001 -1.2600 5.7036 0.21 0.05 -0.24 0.347
H 4.1664 -1.8226 5.0887 -0.11 0.13 -0.19 0.353
H 5.0633 -1.1273 2.8596 -0.23 -0.01 0.13 0.354
H 3.5868 0.0193 1.2125 -0.17 -0.30 0.26 0.335
H 1.4355 0.9501 -1.7783 -0.89 3.19 -2.67 0.030
H 2.0288 0.4637 -1.3401 1.62 -2.96 2.12 0.654

---

[2]
33
Properties=species:S:1:pos:R:3:forces:R:3:mulliken_charge:R:1 method="wB97M-V/def2-TZVPD" total_charge=+1 homo_energy_ev="-11.52 / -11.52" orbital_gap_ev="8.2234 / 8.2222" lumo_ha="-0.1213 / -0.1214"
C -3.4798 -0.3843 1.0509 3.06 1.56 2.41 -1.177
C -2.4204 0.2899 0.6123 -0.83 -1.45 0.16 0.371
C -0.5932 0.3176 -1.2211 -0.59 -0.50 -0.24 -0.022
C 0.9099 0.6869 0.7809 -2.85 -0.58 -0.21 -0.735
C -0.5019 -0.5599 -2.4835 1.24 0.84 -1.05 -1.759
C 1.8623 0.0445 2.7663 -1.14 0.63 0.24 -1.479
C 2.5407 -1.1619 0.5914 1.66 -3.51 -2.88 -1.952
C -1.3731 1.6147 -1.2611 1.50 1.04 0.20 -0.025
C 1.5010 -0.5841 1.3722 -0.78 2.91 1.01 1.329
N -3.1535 0.0973 -1.6342 4.87 -1.45 -3.27 -0.770
N -2.0663 0.4341 -0.7548 -2.16 -0.14 -0.25 0.864
N 1.7883 1.2500 -0.2585 -0.36 0.15 -3.63 -0.171
O -1.8996 2.2506 -2.3423 0.78 1.13 -0.04 -0.526
H -3.5441 -0.5855 2.1130 0.19 0.40 0.13 0.238
H -4.2850 -0.7522 0.5892 -2.63 -1.34 -2.38 0.385
H -1.6400 0.6186 1.2268 0.94 0.49 0.96 0.439
H -0.9051 -1.6042 -2.3170 1.35 0.87 0.01 0.343
H 0.6307 -0.4231 -2.8991 -2.61 -1.10 1.06 0.236
H -1.1126 -0.1949 -3.3489 0.40 0.09 0.64 0.441
H 2.8720 0.3772 3.0262 -0.28 0.19 -0.56 0.368
H 1.6142 -0.7847 3.3538 0.29 -1.10 1.65 0.461
H 1.0201 0.7492 3.0355 1.41 -0.25 -0.23 0.425
H 3.4807 -0.6207 0.3890 -0.29 -0.28 0.53 0.374
H 2.0781 -1.4099 -0.4266 0.62 0.34 0.80 0.381
H 2.7116 -2.2127 0.9508 0.66 1.07 -0.20 0.384
H -1.0695 2.3661 -0.4810 -0.54 -0.78 -0.65 0.370
H 0.8865 -1.4174 1.7046 -1.14 0.68 -0.74 0.353
H -2.8990 -0.8128 -2.0964 -0.86 1.22 0.82 0.221
H -3.9724 0.0908 -1.1738 -3.29 -0.19 2.04 0.164
H 1.1570 1.6566 -1.0657 1.12 -0.38 2.46 0.405
H 2.2438 0.4810 -0.8285 0.46 0.98 0.91 0.361
H 2.4231 1.9989 0.0736 -0.14 -0.69 -0.15 0.350
H -2.6228 1.8682 -2.8444 -0.08 -0.88 0.44 0.356

---

[3]
18
Properties=species:S:1:pos:R:3:forces:R:3:mulliken_charge:R:1 method="wB97M-V/def2-TZVPD" total_charge=0 homo_energy_ev=-8.53 orbital_gap_ev=9.5585 smiles=CN1CC[C@@H]1CS lumo_ha=0.0378
C 0.2869 -0.3285 1.6554 0.89 -0.05 0.05 -0.942
N 0.1716 -0.9313 0.3464 -0.35 0.05 -0.23 -0.132
C 1.4599 -0.9596 -0.3747 0.57 0.61 0.31 -0.558
C 1.0159 0.1825 -1.3148 -0.35 -0.34 0.66 -0.709
C -0.3987 -0.0739 -0.7528 -0.45 -0.23 0.02 0.011
C -1.2612 1.1106 -0.3774 0.24 -0.06 0.10 -0.809
S -2.9497 0.6759 0.1218 0.18 -0.72 0.50 -0.219
H -0.6799 -0.1516 2.0793 -0.63 0.16 0.27 0.304
H 0.8024 -1.0497 2.3130 -0.12 0.36 -0.21 0.350
H 0.8549 0.6317 1.6687 -0.16 -0.37 0.03 0.334
H 1.6024 -1.9055 -0.8780 0.19 -0.26 -0.12 0.288
H 2.3296 -0.7209 0.2694 -0.34 -0.29 -0.32 0.318
H 1.1501 0.0221 -2.3652 0.10 0.05 -0.60 0.372
H 1.4089 1.1501 -1.0115 0.05 0.08 -0.05 0.241
H -1.0214 -0.7113 -1.4099 0.44 0.14 0.17 0.307
H -0.7932 1.7309 0.3828 0.06 0.04 0.07 0.360
H -1.3773 1.7189 -1.2660 -0.06 0.22 -0.21 0.368
H -2.6010 -0.3901 0.9137 -0.24 0.62 -0.46 0.116

---

Strongest force on any atom (computed, eV/Å): 5.97, 6.04, 0.90
Energy relative to the best compared isomer or geometry (same formula, charge and spin) (computed, eV): 10.314, 9.942, 1.010
Total energy (computed, hartree): -4083.5624, -593.8309, -650.0019